No. 1
A 7-piece molecular cluster, C3H22NO7 overall at a distorted geometry, computed with ωB97M-V with the def2-TZVPD basis set.

Each line ends with the Löwdin spin population.
Element x y z (Å)
1 C -0.719 0.518 -0.132  0.042
2 C -0.205 1.856 -0.603  0.100
3 C -1.241 2.940 -0.323  0.071
4 O 1.010 1.932 0.070  0.184
5 N 0.039 -0.617 -0.828  0.036
6 H -0.615 0.426 1.001  0.006
7 H -1.813 0.248 -0.342  0.011
8 H -0.102 1.924 -1.673  0.054
9 H -1.973 3.086 -1.138  0.017
10 H -0.577 3.922 -0.262  0.026
11 H -1.653 2.939 0.711  0.003
12 H 1.578 2.713 -0.313  0.113
13 H 1.035 -0.355 -0.927  0.022
14 H -0.280 -0.846 -1.714  0.013
15 H 0.021 -1.511 -0.324  0.005
16 H 3.639 -2.451 -1.496  0.008
17 H 2.560 -1.825 -0.585  0.006
18 O 3.291 -1.564 -1.082  0.037
19 H 0.921 -1.578 3.336  0.005
20 H 1.368 -0.589 2.305  0.007
21 O 0.963 -1.418 2.407  0.018
22 H -1.796 -0.100 -3.899  0.018
23 H -0.819 0.946 -3.112  0.030
24 O -0.999 0.086 -3.381  0.061
25 H 0.863 -2.790 1.452  0.004
26 H 0.871 -4.022 0.266  0.003
27 O 0.598 -3.182 0.525  0.015
28 H 1.028 1.564 1.886  0.008
29 H 1.646 1.916 3.159  0.012
30 O 1.189 1.165 2.696  0.033
31 H -2.946 -1.898 1.504  0.006
32 H -3.899 -1.809 0.274  0.004
33 O -2.986 -1.624 0.542  0.019

Force components x, y, z for each atom (eV/Å):
-2.0 -1.9 0.1
-1.9 -0.5 0.7
2.0 2.9 1.4
1.6 2.0 -0.6
1.6 0.6 3.1
0.1 0.0 -1.7
1.5 0.9 0.1
0.6 -0.4 -0.6
0.2 -0.3 0.5
-1.4 -1.6 -0.5
-0.2 -0.4 -0.8
-0.8 -1.3 0.5
-0.2 0.1 0.0
-1.3 0.1 -2.7
0.0 -0.1 0.5
-1.0 2.6 1.2
-1.9 -1.0 1.6
2.9 -1.8 -2.6
-0.1 0.0 1.0
1.0 2.3 -0.1
-1.0 -2.6 -0.7
0.3 1.0 0.3
-0.2 2.8 0.0
0.0 -3.8 -0.5
-0.2 -1.2 -2.1
1.0 -2.1 0.0
-0.7 3.6 1.7
-0.6 1.2 -3.3
-0.5 -1.2 -0.3
1.2 0.4 3.6
-0.1 0.4 -1.7
0.3 0.0 0.1
-0.2 -0.5 1.6

## Properties
HOMO energy (alpha / beta) = -2.344 / -10.690 eV
Orbital gap (alpha / beta) = 2.5 / 10.7 eV
Molecular weight = 184.2 g mol⁻¹
E_tot = -708.76264 hartree
Lowest unoccupied orbital energy (alpha / beta) = 0.20 / 0.03 eV
Spin multiplicity = 2
Energy above the lowest of the compared OMol25 structures with the same formula, charge and spin = 0.959 eV

No. 2
C11H19HfNO4 as an isolated structure at a distorted geometry, computed with ωB97M-V with the def2-TZVPD basis set.

Each line ends with the Löwdin spin population.
Element x y z (Å)
1 Hf 0.654 -0.350 -0.220  0.759
2 C -0.548 1.906 -1.879  0.027
3 O 0.703 1.564 -1.147  0.029
4 C 1.938 1.672 -1.972  0.007
5 C 2.234 0.342 -2.656  0.009
6 O 2.279 -0.665 -1.560  0.032
7 C 2.430 -2.124 -1.845  0.008
8 C 1.066 -2.804 -1.821  0.010
9 O 0.371 -2.405 -0.569  0.036
10 C -0.954 -3.064 -0.370  0.011
11 H -0.493 2.958 -2.150  0.002
12 H -0.634 1.277 -2.763  0.005
13 H -1.371 1.738 -1.189  0.007
14 H 1.806 2.479 -2.690  0.000
15 H 2.735 1.933 -1.277  0.002
16 H 1.470 0.050 -3.377  0.003
17 H 3.209 0.374 -3.140  0.000
18 H 2.922 -2.243 -2.809  0.000
19 H 3.079 -2.502 -1.057  0.002
20 H 0.435 -2.511 -2.661  0.003
21 H 1.178 -3.889 -1.810  0.001
22 H -0.774 -4.133 -0.295  0.001
23 H -1.351 -2.679 0.564  0.002
24 H -1.587 -2.817 -1.219  0.003
25 O -0.542 0.143 1.273  0.035
26 N -1.150 0.760 2.320  0.001
27 C -0.529 1.795 2.915  0.002
28 C -1.141 2.413 3.980  0.000
29 C -2.377 1.953 4.421  0.000
30 C -2.979 0.875 3.782  0.000
31 C -2.342 0.279 2.719  0.000
32 H 0.437 2.076 2.522  0.002
33 H -0.641 3.243 4.459  0.000
34 H -2.865 2.431 5.260  0.000
35 H -3.937 0.488 4.100  0.000
36 H -2.729 -0.562 2.163  0.000

Force components x, y, z for each atom (eV/Å):
-0.8 0.4 1.9
0.2 0.3 0.0
0.3 -0.4 -0.7
0.0 -0.2 0.0
0.1 0.1 0.0
-0.4 -0.1 -0.3
-0.1 0.1 0.0
0.1 0.0 0.0
0.1 0.0 -0.5
0.3 -0.2 -0.1
0.0 0.0 0.0
0.0 0.0 0.0
0.0 0.0 0.0
0.0 0.0 0.0
0.0 0.1 0.0
0.0 0.0 0.0
0.0 0.0 0.0
0.0 -0.1 0.0
0.1 0.1 0.0
0.0 0.0 0.0
0.1 0.0 0.0
0.0 0.0 0.0
0.0 0.0 0.0
0.0 0.0 0.0
0.3 0.1 -0.4
0.0 -0.2 0.0
0.0 0.0 0.1
0.0 0.0 0.0
0.0 0.0 0.0
0.0 0.0 0.0
0.0 0.1 0.0
0.0 0.0 0.0
0.0 0.0 0.0
0.0 0.0 0.0
0.0 0.0 0.0
0.0 0.0 0.0

## Properties
HOMO energy (alpha / beta) = -18.362 / -20.024 eV
Orbital gap (alpha / beta) = 8.0 / 8.7 eV
Net charge = +3
Molecular weight = 407.8 g mol⁻¹
E_tot = -833.18161 hartree
Lowest unoccupied orbital energy (alpha / beta) = -10.34 / -11.35 eV
Spin multiplicity = 2

No. 3
An isolated molecule of C4H12N4, computed with ωB97M-V with the def2-TZVPD basis set.

Each line ends with the natural charge from an NBO analysis.
Element x y z (Å)
1 C -0.136 0.153 2.146  -0.424
2 C 0.650 1.170 0.093  0.755
3 N -0.164 2.221 0.319  -0.786
4 N 1.659 1.319 -0.809  -0.784
5 N 0.662 0.097 0.920  -0.441
6 H -0.054 3.037 -0.263  0.397
7 H -1.119 1.965 0.530  0.423
8 H 2.260 0.509 -0.886  0.407
9 H 1.388 1.696 -1.706  0.398
10 H -1.203 0.044 1.931  0.209
11 H 0.179 -0.669 2.786  0.216
12 H 0.049 1.089 2.672  0.207
13 C -1.213 -1.673 -1.604  -0.415
14 C 0.352 -1.090 0.038  -0.031
15 N -0.761 -0.661 -0.695  -0.818
16 H -1.510 -2.622 -1.105  0.141
17 H -0.457 -1.972 -2.367  0.127
18 H -2.093 -1.322 -2.154  0.185
19 H 0.224 -1.978 0.699  0.140
20 H 1.287 -1.311 -0.546  0.095

Force components x, y, z for each atom (eV/Å):
0.0 0.0 -0.2
0.1 0.0 0.2
0.1 -0.2 -0.1
-0.3 -0.1 0.1
0.0 0.1 -0.2
0.0 -0.1 0.0
0.1 0.0 0.1
-0.1 0.0 0.1
0.0 0.0 0.1
0.0 0.0 0.0
0.0 0.0 0.0
0.0 0.0 0.0
0.0 -0.1 0.0
0.0 0.1 -0.1
0.1 0.1 0.0
0.0 0.1 0.0
0.0 0.0 0.1
0.1 0.0 0.0
0.0 0.1 0.0
-0.1 0.0 0.0

## Properties
HOMO energy = -5.882 eV
Orbital gap = 6.6 eV
Molecular weight = 116.2 g mol⁻¹
E_tot = -378.54238 hartree
Lowest unoccupied orbital energy = 0.71 eV
Energy above the lowest of the compared OMol25 structures with the same formula, charge and spin = 2.609 eV

No. 4
An isolated molecule of C9H12N2O3S at a distorted geometry, computed with ωB97M-V with the def2-TZVPD basis set.

Each line ends with the natural charge from an NBO analysis.
Element x y z (Å)
1 C 0.897 -3.444 -0.723  -0.189
2 C 0.965 -2.163 -1.006  -0.036
3 C 0.140 0.251 -0.598  0.538
4 C -0.278 0.200 1.895  0.716
5 C -0.371 -4.163 -0.385  -0.573
6 C -1.181 -1.605 -0.095  -0.029
7 C -0.343 0.841 0.575  -0.115
8 C 0.723 3.948 -0.359  -0.603
9 C -0.516 3.089 -0.511  -0.242
10 N -0.008 -1.257 -0.530  -0.376
11 N -0.692 2.228 0.597  -0.561
12 O 0.671 -0.683 2.058  -0.671
13 O 0.458 0.765 -1.685  -0.667
14 O -1.006 0.693 2.789  -0.638
15 S -1.512 -3.157 0.650  0.301
16 H 1.650 -4.133 -1.163  0.231
17 H 1.914 -1.716 -1.276  0.247
18 H -0.677 -4.159 -1.499  0.240
19 H -0.325 -5.202 -0.051  0.256
20 H -2.072 -0.963 0.043  0.268
21 H 1.456 3.245 -0.139  0.205
22 H 0.732 4.593 -1.357  0.205
23 H 0.693 4.737 0.399  0.195
24 H -0.382 2.655 -1.489  0.246
25 H -1.276 3.830 -0.589  0.175
26 H -0.212 2.661 1.492  0.377
27 H 0.552 -1.092 2.954  0.501

Force components x, y, z for each atom (eV/Å):
0.5 -2.0 -0.6
1.2 1.0 1.7
0.3 0.1 -1.5
-3.0 3.8 0.5
-0.5 0.9 -2.2
-1.2 -0.8 1.5
0.4 0.6 -0.4
-1.4 2.6 -2.1
0.7 1.9 -0.8
-0.8 1.5 -0.9
1.5 -1.2 3.3
0.7 -1.9 1.5
0.1 -1.1 0.9
1.8 -1.9 -0.9
0.5 -0.6 -0.8
-0.2 0.8 0.6
-0.4 0.2 -0.4
-0.9 -0.7 1.7
0.2 0.4 0.2
1.2 0.1 -0.5
2.3 -0.6 -0.2
0.9 -1.6 1.8
-0.3 -0.4 0.4
-0.5 -0.8 0.2
-1.5 0.2 0.1
-1.6 -1.0 -2.2
0.1 0.5 -0.8

## Properties
HOMO energy (alpha / beta) = -6.816 / -6.815 eV
Orbital gap (alpha / beta) = 5.7 / 5.7 eV
Molecular weight = 228.3 g mol⁻¹
E_tot = -1083.42365 hartree
Lowest unoccupied orbital energy (alpha / beta) = -1.10 / -1.10 eV
Energy above the lowest of the compared OMol25 structures with the same formula, charge and spin = 5.378 eV